No. 1
The following is a quantum chemistry calculation of C5H6OS in the gas phase, from the OMol25 dataset.

Bonds (Å) are listed after each position.
Cartesian coordinates (Å):
1 C 1.01 -0.30 -0.45  C4 1.520, O5 1.411, C7 1.497, H9 1.088
2 H 0.60 -1.56 1.26  C7 1.096
3 H -2.90 0.71 -0.71  C12 1.087
4 C 0.24 0.57 0.53  C1 1.520, H6 1.095, C7 1.538, C13 1.469
5 O 2.39 -0.45 -0.17  C1 1.411, H8 0.969
6 H 0.89 1.01 1.29  C4 1.095
7 C 0.07 -0.96 0.51  C1 1.497, H2 1.096, C4 1.538, S11 1.803
8 H 2.66 -1.33 -0.46  O5 0.969
9 H 0.72 -0.24 -1.49  C1 1.088
10 H -1.08 2.30 -0.07  C13 1.093
11 S -1.62 -1.34 -0.01  C7 1.803, C12 1.750
12 C -1.98 0.36 -0.25  H3 1.087, S11 1.750, C13 1.351
13 C -0.98 1.22 0.03  C4 1.469, H10 1.093, C12 1.351

Output
- SMILES string: O[C@@H]1[C@H]2C=CS[C@@H]12
- Frontier orbital gap: 0.322 hartree
- Energy above the lowest of the compared OMol25 structures with the same formula, charge and spin: 30.1 kcal/mol
- E_HOMO: -7.98 eV

Here are the Mulliken charges for atoms 1 to 2, given in e:
1 C -0.088
2 H 0.416

No. 2
The following is a quantum chemistry calculation of 10 unconnected molecules or ions with the total composition C44H46N10, from the OMol25 dataset.

Bonds (Å) are listed after each position.
Cartesian coordinates (Å):
1 C 12.22 16.09 16.74  H8 1.129, N10 1.375, C40 1.378
2 H 14.30 7.66 21.06  C74 1.023
3 C 13.25 10.20 19.14  H18 1.046, C21 1.382, C87 1.413
4 H 15.76 12.44 14.87  C43 1.079
5 C 17.99 10.03 16.22  C25 1.392, C61 1.371, H76 1.062
6 H 14.94 13.31 16.23  C43 1.089
7 C 9.27 12.32 20.00  C28 1.396, H52 1.095, C94 1.384
8 H 12.91 16.39 17.58  C1 1.129
9 H 9.33 10.28 12.16  C24 1.039
10 N 12.81 15.05 16.05  C1 1.375, C73 1.345
11 H 15.53 11.68 16.53  C43 1.103
12 N 7.46 9.97 12.89  C24 1.327, C32 1.353
13 C 18.24 13.98 17.88  C16 1.398, H65 1.079, C72 1.367
14 C 14.15 14.28 11.12  C39 1.426, H71 1.066, C90 1.395
15 C 19.72 14.98 20.01  C33 1.359, N46 1.339, H97 1.108
16 C 18.37 13.22 19.05  C13 1.398, C33 1.440, H50 1.069
17 H 17.23 9.43 18.16  C61 1.085
18 H 12.55 10.53 18.44  C3 1.046
19 H 12.58 13.68 14.53  C73 1.097
20 H 13.36 10.03 11.96  C27 1.059
21 C 14.42 10.91 19.31  C3 1.382, N48 1.303, H49 1.071
22 C 10.47 8.66 15.34  H35 1.096, H45 1.090, C64 1.472, H89 1.082
23 C 15.87 8.89 16.60  H38 1.049, C61 1.427, C79 1.414
24 C 8.62 10.60 12.85  H9 1.039, N12 1.327, C92 1.378
25 C 17.64 10.05 14.88  C5 1.392, N34 1.320, H85 1.125
26 H 15.48 12.66 11.64  C39 1.099
27 C 12.80 9.14 11.95  H20 1.059, N55 1.360, C84 1.391
28 C 8.75 11.02 20.06  C7 1.396, C51 1.374, H99 1.102
29 H 19.29 13.18 21.06  C33 1.099
30 H 10.40 14.73 13.70  C98 1.057
31 H 16.34 8.90 20.97  C69 1.107
32 C 6.56 10.35 13.82  N12 1.353, C91 1.377, H96 1.109
33 C 19.18 13.74 20.12  C15 1.359, C16 1.440, H29 1.099
34 N 16.57 9.47 14.38  C25 1.320, C79 1.326
35 H 10.87 9.22 14.49  C22 1.096
36 C 14.13 16.07 12.75  H70 1.047, C81 1.421, C90 1.403
37 H 9.67 8.40 11.35  C100 1.074
38 H 15.19 8.32 17.16  C23 1.049
39 C 15.13 13.65 11.95  C14 1.426, H26 1.099, N80 1.334
40 C 11.04 16.70 16.38  C1 1.378, C54 1.399, H75 1.076
41 C 12.51 6.84 12.34  C63 1.407, H68 1.116, C84 1.402
42 H 14.45 7.88 12.43  C84 1.076
43 C 15.14 12.35 15.75  H4 1.079, H6 1.089, H11 1.103, C57 1.457
44 H 15.52 15.76 14.37  C81 1.098
45 H 9.99 9.32 16.06  C22 1.090
46 N 19.60 15.71 18.89  C15 1.339, C72 1.345
47 H 5.98 11.71 15.43  C91 1.097
48 N 15.52 10.51 19.90  C21 1.303, C69 1.380
49 H 14.46 11.88 18.85  C21 1.071
50 H 17.93 12.25 19.18  C16 1.069
51 C 9.11 10.22 19.01  C28 1.374, N66 1.337, H67 1.090
52 H 8.96 13.00 20.79  C7 1.095
53 H 10.52 6.15 12.09  C63 1.027
54 C 10.38 16.12 15.29  C40 1.399, H56 1.089, C98 1.383
55 N 11.52 9.37 11.56  C27 1.360, C100 1.420
56 H 9.42 16.59 15.08  C54 1.089
57 C 13.86 11.75 15.42  C43 1.457, N86 1.163
58 C 10.36 11.83 17.98  N66 1.337, C94 1.347, H95 1.074
59 H 18.77 15.81 16.96  C72 1.116
60 H 8.09 12.99 15.09  C82 1.069
61 C 17.10 9.44 17.08  C5 1.371, H17 1.085, C23 1.427
62 H 9.87 12.19 13.63  C92 1.070
63 C 11.14 6.96 12.06  C41 1.407, H53 1.027, C100 1.401
64 C 11.60 7.97 15.98  C22 1.472, N88 1.141
65 H 17.64 13.75 17.02  C13 1.079
66 N 9.92 10.57 18.01  C51 1.337, C58 1.337
67 H 8.84 9.16 18.99  C51 1.090
68 H 12.90 5.83 12.62  C41 1.116
69 C 15.40 9.28 20.52  H31 1.107, N48 1.380, C74 1.377
70 H 13.78 16.98 13.12  C36 1.047
71 H 13.81 13.67 10.32  C14 1.066
72 C 18.88 15.19 17.88  C13 1.367, N46 1.345, H59 1.116
73 C 12.13 14.57 14.99  N10 1.345, H19 1.097, C98 1.394
74 C 14.22 8.58 20.62  H2 1.023, C69 1.377, C87 1.396
75 H 10.79 17.58 16.94  C40 1.076
76 H 18.95 10.37 16.54  C5 1.062
77 H 10.41 13.76 18.71  C94 1.110
78 H 14.93 8.33 14.75  C79 1.056
79 C 15.69 8.90 15.20  C23 1.414, N34 1.326, H78 1.056
80 N 15.59 14.19 13.07  C39 1.334, C81 1.289
81 C 15.17 15.36 13.41  C36 1.421, H44 1.098, N80 1.289
82 C 7.92 12.11 14.49  H60 1.069, C91 1.405, C92 1.381
83 H 13.00 16.18 10.97  C90 1.103
84 C 13.37 7.94 12.35  C27 1.391, C41 1.402, H42 1.076
85 H 18.39 10.60 14.24  C25 1.125
86 N 12.82 11.24 15.38  C57 1.163
87 C 13.14 8.96 19.81  C3 1.413, C74 1.396, H93 1.119
88 N 12.39 7.45 16.62  C64 1.141
89 H 9.83 7.85 15.01  C22 1.082
90 C 13.66 15.51 11.56  C14 1.395, C36 1.403, H83 1.103
91 C 6.75 11.37 14.72  C32 1.377, H47 1.097, C82 1.405
92 C 8.92 11.69 13.64  C24 1.378, H62 1.070, C82 1.381
93 H 12.17 8.41 19.73  C87 1.119
94 C 10.04 12.74 18.93  C7 1.384, C58 1.347, H77 1.110
95 H 10.99 12.01 17.13  C58 1.074
96 H 5.61 9.77 13.73  C32 1.109
97 H 20.21 15.44 20.89  C15 1.108
98 C 10.89 15.05 14.58  H30 1.057, C54 1.383, C73 1.394
99 H 8.18 10.64 20.92  C28 1.102
100 C 10.70 8.21 11.62  H37 1.074, N55 1.420, C63 1.401

Output
- SMILES string: c1ccncc1.c1ccncc1.c1ccncc1.c1ccncc1.c1ccncc1.c1ccncc1.c1ccncc1.c1ccncc1.CC#N.CC#N
- Frontier orbital gap: 0.359 hartree
- E_HOMO: -9.26 eV

Here are the Mulliken charges for atoms 1 to 2, given in e:
1 C -0.327
2 H 0.415

No. 3
The following is a quantum chemistry calculation of C3H5NS2 in the gas phase, from the OMol25 dataset.

Bonds (Å) are listed after each position.
Cartesian coordinates (Å):
1 S 0.98 0.24 1.48  C4 1.847, C8 1.761
2 H -1.52 0.41 0.20  C7 1.110
3 H -0.66 -1.73 -0.97  N6 1.056
4 C 0.44 1.29 0.06  S1 1.847, C7 1.494, H9 1.051, H11 1.072
5 H -1.12 0.72 -1.56  C7 1.165
6 N -0.16 -0.95 -0.46  H3 1.056, C7 1.522, C8 1.414
7 C -0.67 0.48 -0.51  H2 1.110, C4 1.494, H5 1.165, N6 1.522
8 C 0.55 -1.28 0.72  S1 1.761, N6 1.414, S10 1.687
9 H 0.17 2.25 0.40  C4 1.051
10 S 0.80 -2.83 1.34  C8 1.687
11 H 1.19 1.41 -0.70  C4 1.072

Output
- SMILES string: S=C1NCCS1
- Frontier orbital gap: 0.333 hartree
- Energy above the lowest of the compared OMol25 structures with the same formula, charge and spin: 11.2 kcal/mol
- E_HOMO: -8.46 eV

Here are the Mulliken charges for atoms 1 to 2, given in e:
1 S -0.083
2 H 0.306

no.,E_LUMO (eV)
1,0.77
2,0.52
3,0.60